The following is a DFT calculation (wB97M-V/def2-TZVPD) of C31H36LaN7O5S as an isolated structure in a non-equilibrium geometry.

Cartesian coordinates (Å):
La -0.681 0.261 -0.388
O -0.974 -0.689 2.119
C -1.428 -1.987 2.464
C -2.166 -2.599 1.269
N -1.365 -2.505 0.050
C -2.215 -2.757 -1.111
C -3.018 -1.476 -1.521
O -3.870 -1.597 -2.384
O -2.699 -0.407 -0.910
C -0.180 -3.362 0.049
C 1.052 -2.562 -0.462
O 1.976 -3.164 -0.993
O 1.028 -1.322 -0.183
H -0.062 -0.555 2.469
H -2.124 -1.919 3.315
H -0.588 -2.629 2.759
H -3.079 -2.020 1.100
H -2.445 -3.641 1.500
H -2.933 -3.570 -0.926
H -1.597 -3.054 -1.963
H -0.310 -4.273 -0.546
H 0.081 -3.671 1.067
N 1.975 1.175 -1.049
C 2.471 0.764 -2.298
C 3.729 1.129 -2.724
C 4.253 0.693 -3.944
C 3.513 -0.117 -4.758
C 2.206 -0.489 -4.384
C 1.387 -1.280 -5.214
C 0.097 -1.534 -4.843
C -0.373 -0.999 -3.632
N 0.374 -0.313 -2.796
C 1.658 -0.044 -3.148
H 1.938 0.364 -0.425
H 2.573 1.889 -0.642
H 4.337 1.761 -2.089
H 5.254 0.985 -4.223
H 3.911 -0.477 -5.694
H 1.782 -1.650 -6.150
H -0.563 -2.112 -5.471
H -1.418 -1.121 -3.369
C -1.046 2.418 2.632
N -0.994 2.259 1.180
C -1.343 3.312 0.500
C -1.341 3.355 -0.906
C -1.689 4.416 -1.763
C -1.455 3.970 -3.049
C -0.991 2.657 -2.932
N -0.920 2.272 -1.654
C -0.086 3.453 3.169
C 1.215 3.519 2.687
C 2.112 4.432 3.212
C 1.718 5.287 4.229
C 0.425 5.228 4.715
C -0.473 4.318 4.184
H -0.792 1.457 3.087
H -2.068 2.677 2.943
H -1.641 4.226 1.023
H -2.062 5.377 -1.462
H -1.598 4.512 -3.963
H -0.694 2.004 -3.736
H 1.514 2.837 1.905
H 3.123 4.476 2.834
H 2.419 5.996 4.642
H 0.113 5.890 5.511
H -1.482 4.277 4.567
S 1.973 0.046 2.448
C 2.754 -1.421 2.226
N 3.865 -1.489 1.491
C 4.634 -2.698 1.281
C 3.727 -3.913 1.428
C 2.960 -3.819 2.742
N 2.298 -2.533 2.822
H 4.139 -0.648 1.012
H 5.457 -2.737 2.007
H 5.055 -2.670 0.274
H 4.313 -4.830 1.405
H 3.029 -3.920 0.589
H 3.643 -3.944 3.594
H 2.202 -4.605 2.797
H 1.553 -2.414 3.491

HOMO energy, eV: -7.299
2S+1: 1
Calculated total energy, a.u.: -2392.41469
HOMO-LUMO gap, eV: 7.2
Energy relative to the best compared isomer or geometry (same formula, charge and spin), kcal/mol: 35.2